{
  "formula": "C31H55CoGeN4O2PS2Si3",
  "method": "wB97M-V/def2-TZVPD",
  "e_tot_ha": -7049.8713,
  "spin_multiplicity": 2,
  "max_force_ha_per_bohr": 0.01047,
  "elements": ["Co", "C", "N", "C", "C", "C", "C", "C", "C", "N", "C", "C", "C", "C", "C", "C", "N", "C", "C", "C", "C", "C", "N", "H", "H", "H", "H", "H", "H", "H", "H", "H", "H", "H", "H", "H", "H", "H", "H", "H", "H", "C", "C", "O", "P", "S", "S", "O", "C", "C", "H", "H", "H", "H", "H", "H", "H", "H", "H", "H", "C", "Si", "C", "C", "Ge", "Si", "C", "C", "C", "Si", "C", "C", "C", "H", "H", "H", "H", "H", "H", "H", "H", "H", "H", "H", "H", "H", "H", "H", "H", "H", "H", "H", "H", "H", "H", "H", "H", "H", "H", "H"],
  "positions_angstrom": [[0.168, -1.098, 0.148], [0.941, -3.786, -1.049], [1.363, -3.181, 0.209], [0.958, -3.971, 1.370], [-0.179, -3.386, 2.182], [-0.642, -4.090, 3.289], [-1.619, -3.525, 4.080], [-2.109, -2.267, 3.748], [-1.595, -1.641, 2.633], [-0.661, -2.196, 1.857], [2.791, -2.893, 0.166], [3.078, -1.758, -0.786], [4.341, -1.589, -1.336], [4.588, -0.478, -2.123], [3.560, 0.425, -2.345], [2.326, 0.166, -1.775], [2.081, -0.900, -1.016], [-0.542, -3.675, -1.180], [-1.349, -4.738, -1.544], [-2.725, -4.568, -1.542], [-3.237, -3.338, -1.177], [-2.355, -2.319, -0.859], [-1.033, -2.473, -0.860], [1.409, -3.235, -1.868], [1.264, -4.836, -1.122], [0.688, -4.990, 1.062], [1.806, -4.059, 2.051], [-0.212, -5.052, 3.533], [-1.985, -4.045, 4.955], [-2.863, -1.775, 4.344], [-1.913, -0.648, 2.341], [3.102, -2.583, 1.168], [3.380, -3.775, -0.129], [5.116, -2.316, -1.130], [5.567, -0.318, -2.553], [3.697, 1.312, -2.946], [1.489, 0.839, -1.908], [-0.901, -5.691, -1.792], [-3.382, -5.387, -1.805], [-4.300, -3.152, -1.145], [-2.704, -1.336, -0.589], [2.514, 3.038, 5.201], [1.436, 2.318, 4.426], [1.697, 0.902, 4.435], [2.144, 0.151, 3.098], [2.578, -1.695, 3.524], [0.760, 0.589, 1.679], [3.456, 1.026, 2.754], [4.162, 0.811, 1.533], [4.927, 2.069, 1.197], [2.284, 4.103, 5.253], [3.479, 2.911, 4.714], [2.582, 2.650, 6.217], [1.373, 2.680, 3.399], [0.454, 2.446, 4.886], [3.442, 0.575, 0.744], [4.830, -0.046, 1.669], [4.239, 2.897, 1.024], [5.517, 1.917, 0.293], [5.602, 2.342, 2.007], [-4.450, 2.302, -1.129], [-3.294, 1.402, 0.056], [-3.011, 2.463, 1.590], [-4.389, -0.033, 0.645], [-1.147, 0.857, -0.913], [-0.239, 3.128, -1.016], [-1.517, 4.406, -1.561], [0.471, 3.864, 0.562], [1.170, 3.285, -2.272], [-1.605, 0.466, -3.246], [-2.983, -0.781, -3.588], [-2.091, 2.007, -4.216], [-0.098, -0.233, -4.144], [-5.400, 2.500, -0.626], [-4.665, 1.691, -2.008], [-4.048, 3.248, -1.478], [-3.864, 2.386, 2.268], [-2.897, 3.515, 1.322], [-2.112, 2.164, 2.130], [-5.275, 0.419, 1.096], [-3.924, -0.666, 1.401], [-4.736, -0.671, -0.169], [-2.194, 4.658, -0.746], [-2.115, 4.103, -2.416], [-0.981, 5.321, -1.827], [-0.282, 4.004, 1.336], [0.888, 4.845, 0.317], [1.261, 3.243, 0.971], [0.939, 2.851, -3.247], [2.096, 2.841, -1.906], [1.357, 4.351, -2.421], [-3.887, -0.588, -3.008], [-2.666, -1.804, -3.393], [-3.248, -0.715, -4.646], [-2.949, 2.522, -3.788], [-2.348, 1.710, -5.237], [-1.270, 2.722, -4.277], [0.257, -1.153, -3.678], [0.734, 0.470, -4.171], [-0.372, -0.460, -5.177]],
  "mulliken_spin": [1.04, 0.02, 0.04, -0.01, 0.02, 0.00, 0.00, -0.01, 0.00, 0.03, -0.01, 0.01, 0.00, 0.00, 0.00, -0.02, 0.03, -0.01, 0.00, 0.00, 0.00, 0.03, -0.04, 0.00, 0.00, 0.00, 0.00, 0.00, 0.00, 0.00, 0.02, 0.00, 0.00, 0.00, 0.00, 0.00, 0.02, 0.00, 0.00, 0.00, 0.00, 0.00, 0.00, 0.00, 0.00, 0.00, -0.09, 0.00, 0.00, 0.00, 0.00, 0.00, 0.00, 0.00, 0.00, 0.00, 0.00, 0.00, 0.00, 0.00, -0.01, -0.02, 0.00, 0.00, 0.01, -0.01, -0.01, 0.00, 0.00, 0.01, 0.00, -0.01, 0.00, 0.00, 0.00, 0.00, 0.00, 0.00, 0.00, 0.00, 0.00, 0.00, 0.00, 0.00, 0.00, 0.00, 0.00, 0.00, 0.00, 0.00, 0.00, 0.00, 0.00, 0.00, 0.00, 0.00, 0.00, 0.00, 0.00, 0.00]
}